(1)
Density functional theory data (wB97M-V/def2-TZVPD) for a cluster of 19 separate species, C66H177N7O38 in total at a distorted geometry.

```
288
Properties=species:S:1:pos:R:3
C 0.407 4.655 -1.572
C 0.509 3.795 -0.360
O -0.512 2.789 -0.343
O 0.570 3.979 -2.809
H 1.057 5.530 -1.594
H -0.608 5.047 -1.639
H 0.384 4.360 0.563
H 1.505 3.352 -0.362
H -0.194 2.049 0.181
H 1.481 3.787 -3.041
C -3.024 3.594 -3.481
C -2.634 2.204 -2.875
O -1.312 1.905 -3.172
O -4.350 4.056 -3.019
H -3.085 3.391 -4.550
H -2.255 4.327 -3.235
H -3.280 1.347 -3.066
H -2.720 2.271 -1.791
H -0.844 2.318 -2.442
H -4.521 4.910 -3.423
C -3.119 1.999 5.999
C -2.344 3.292 6.299
O -2.996 4.340 5.772
O -3.372 1.737 4.627
H -4.099 2.063 6.471
H -2.602 1.150 6.446
H -1.370 3.287 5.809
H -2.193 3.375 7.376
H -2.235 4.802 5.411
H -3.542 2.560 4.163
C -6.672 2.614 3.361
C -5.807 3.405 2.326
O -4.502 3.748 2.871
O -6.092 1.414 3.792
H -7.694 2.445 3.022
H -6.719 3.337 4.176
H -6.381 4.284 2.030
H -5.760 2.873 1.376
H -4.155 4.404 2.262
H -5.193 1.653 4.027
C -7.643 4.772 -1.075
C -7.367 3.370 -1.631
O -8.161 2.482 -0.867
O -8.968 5.199 -1.183
H -7.019 5.509 -1.580
H -7.516 4.682 0.004
H -6.329 3.279 -1.309
H -7.583 3.195 -2.685
H -7.931 1.569 -1.051
H -9.266 5.036 -2.081
C 2.736 -4.478 -0.641
C 1.396 -4.139 -1.056
O 0.532 -4.064 0.082
O 2.915 -5.815 -0.136
H 3.175 -3.758 0.050
H 3.422 -4.464 -1.488
H 1.047 -4.785 -1.862
H 1.421 -3.169 -1.552
H -0.282 -4.503 -0.178
H 3.050 -6.413 -0.875
C 3.940 -1.746 5.473
C 4.452 -1.738 4.020
O 3.439 -1.318 3.165
O 4.895 -2.346 6.337
H 3.127 -2.468 5.556
H 3.689 -0.764 5.876
H 4.732 -2.762 3.769
H 5.309 -1.072 3.926
H 2.934 -2.081 2.875
H 5.765 -1.941 6.370
C 4.214 4.269 -4.184
C 4.054 3.558 -5.518
O 2.750 3.613 -6.108
O 3.599 3.582 -3.146
H 3.678 5.218 -4.183
H 5.292 4.332 -4.037
H 4.442 2.565 -5.291
H 4.668 3.956 -6.326
H 2.250 2.885 -5.734
H 4.085 2.825 -2.811
C -3.646 5.866 0.023
C -4.621 6.588 0.849
O -3.967 6.917 2.056
O -3.569 4.531 0.487
H -2.646 6.299 0.002
H -4.014 5.831 -1.002
H -5.670 6.312 0.954
H -4.579 7.600 0.447
H -4.263 7.796 2.302
H -3.071 3.915 -0.056
C 1.718 -4.619 3.321
C 2.915 -5.605 3.422
O 2.935 -6.542 2.337
O 1.849 -3.584 2.283
H 1.269 -4.098 4.166
H 0.880 -5.266 3.063
H 2.795 -6.259 4.285
H 3.851 -5.067 3.575
H 2.966 -6.074 1.499
H 1.455 -3.877 1.458
C -7.749 -1.595 -1.423
C -8.555 -2.495 -2.471
O -7.968 -2.574 -3.740
O -7.691 -0.262 -1.832
H -6.725 -1.938 -1.270
H -8.360 -1.641 -0.521
H -9.545 -2.086 -2.676
H -8.710 -3.467 -2.003
H -8.234 -3.412 -4.124
H -7.269 -0.336 -2.691
C 6.448 2.252 -2.489
C 7.697 1.378 -2.237
O 7.597 0.991 -0.886
O 5.241 1.474 -2.359
H 6.428 2.624 -3.514
H 6.479 3.092 -1.796
H 8.606 1.979 -2.242
H 7.727 0.543 -2.936
H 8.250 0.297 -0.775
H 5.412 1.131 -1.479
C 4.482 -10.209 -1.262
O 4.972 -9.008 -1.784
C 6.041 -8.385 -1.097
C 6.659 -7.512 -2.207
N 5.910 -6.313 -2.551
C 6.062 -5.899 -3.938
C 5.304 -4.650 -4.380
O 5.883 -3.530 -3.687
C 4.968 -2.445 -3.739
H 5.236 -10.985 -1.389
H 3.575 -10.430 -1.824
H 4.208 -10.073 -0.216
H 6.782 -9.063 -0.673
H 5.521 -7.767 -0.365
H 6.743 -8.078 -3.134
H 7.678 -7.350 -1.855
H 6.236 -5.554 -1.970
H 5.732 -6.698 -4.602
H 7.134 -5.810 -4.113
H 4.245 -4.828 -4.194
H 5.243 -4.570 -5.465
H 4.895 -2.073 -4.760
H 5.332 -1.571 -3.198
H 3.989 -2.737 -3.361
C 2.367 4.761 7.808
O 3.069 3.553 7.981
C 3.575 3.269 9.315
C 4.172 1.840 9.394
N 3.339 0.816 8.752
C 1.907 0.781 9.101
C 1.089 -0.227 8.307
O 1.096 0.188 6.951
C 0.116 -0.519 6.206
H 1.333 4.658 8.137
H 2.433 4.968 6.740
H 2.855 5.544 8.388
H 2.844 3.488 10.093
H 4.366 4.008 9.438
H 4.271 1.555 10.442
H 5.136 1.781 8.889
H 3.355 0.982 7.756
H 1.329 1.705 9.060
H 1.886 0.451 10.139
H 0.036 -0.134 8.575
H 1.325 -1.288 8.392
H 0.146 -1.608 6.242
H 0.315 -0.235 5.172
H -0.887 -0.155 6.430
C 2.199 2.266 3.311
O 1.336 3.410 3.193
C -0.114 3.231 3.183
C -0.843 4.562 3.174
N -0.621 5.255 4.455
C -0.943 6.667 4.352
C -0.689 7.377 5.695
O 0.676 7.178 6.093
C 1.539 8.151 5.605
H 1.901 1.900 4.293
H 3.271 2.463 3.300
H 2.020 1.541 2.517
H -0.489 2.581 3.973
H -0.518 2.649 2.355
H -1.911 4.414 3.016
H -0.419 5.215 2.411
H 0.355 5.143 4.689
H -1.980 6.872 4.086
H -0.247 7.172 3.682
H -1.294 7.132 6.568
H -0.921 8.442 5.694
H 2.590 7.879 5.507
H 1.482 9.011 6.273
H 1.264 8.471 4.600
C 3.013 -0.386 -7.022
O 4.367 -0.622 -7.190
C 4.757 -1.696 -8.095
C 5.293 -1.160 -9.467
N 4.195 -1.055 -10.461
C 4.742 -0.311 -11.627
C 3.545 0.195 -12.524
O 2.659 1.155 -11.858
C 1.573 1.664 -12.640
H 2.700 0.438 -7.663
H 2.850 -0.156 -5.969
H 2.399 -1.252 -7.272
H 4.000 -2.469 -8.222
H 5.529 -2.190 -7.504
H 5.998 -1.886 -9.872
H 5.761 -0.191 -9.297
H 3.359 -0.557 -10.192
H 5.316 -0.949 -12.298
H 5.386 0.502 -11.291
H 3.001 -0.681 -12.876
H 3.895 0.626 -13.462
H 0.706 1.005 -12.704
H 1.812 1.876 -13.682
H 1.140 2.524 -12.128
C 1.667 -3.240 -5.221
O 0.804 -3.034 -4.154
C -0.045 -1.923 -4.286
C -0.970 -1.746 -3.098
N -2.040 -2.675 -3.199
C -3.002 -2.608 -2.097
C -4.219 -3.635 -2.341
O -3.927 -4.882 -1.814
C -5.067 -5.773 -1.919
H 2.170 -4.207 -5.195
H 2.537 -2.592 -5.118
H 1.156 -3.214 -6.183
H -0.508 -1.878 -5.272
H 0.607 -1.054 -4.375
H -1.348 -0.723 -3.081
H -0.390 -1.954 -2.199
H -1.613 -3.590 -3.159
H -3.427 -1.605 -2.132
H -2.413 -2.736 -1.189
H -4.565 -3.606 -3.375
H -5.017 -3.274 -1.692
H -5.444 -5.739 -2.941
H -5.848 -5.665 -1.166
H -4.658 -6.711 -1.545
C -6.533 -1.540 2.260
O -5.664 -2.679 2.410
C -5.296 -3.387 1.259
C -4.595 -4.713 1.521
N -3.762 -4.722 2.741
C -2.488 -4.078 2.669
C -1.793 -3.928 4.017
O -2.547 -3.329 5.068
C -3.014 -2.034 4.712
H -6.873 -1.143 3.216
H -7.452 -1.804 1.736
H -6.049 -0.719 1.732
H -4.654 -2.797 0.606
H -6.183 -3.689 0.702
H -4.102 -5.076 0.620
H -5.380 -5.410 1.815
H -4.335 -4.208 3.395
H -2.699 -3.169 2.106
H -1.842 -4.607 1.967
H -0.907 -3.362 3.728
H -1.439 -4.917 4.308
H -3.384 -1.607 5.644
H -3.860 -1.834 4.054
H -2.343 -1.228 4.415
C 2.391 -0.242 -2.154
O 1.271 -0.456 -1.334
C 1.518 -0.225 0.104
C 0.368 -0.631 0.953
N -0.799 0.276 0.916
C -1.736 -0.197 1.911
C -3.201 0.274 1.569
O -3.523 -0.187 0.204
C -4.568 0.544 -0.471
H 3.177 -0.942 -1.873
H 2.814 0.755 -2.031
H 2.108 -0.412 -3.193
H 1.720 0.830 0.289
H 2.394 -0.693 0.552
H 0.758 -0.667 1.970
H 0.016 -1.636 0.720
H -1.199 0.198 -0.008
H -1.425 0.136 2.901
H -1.878 -1.278 1.937
H -3.299 1.349 1.723
H -3.877 -0.261 2.235
H -5.566 0.487 -0.035
H -4.657 0.231 -1.511
H -4.331 1.607 -0.489
```

Output
2S+1: 1
Frontier orbital gap (eV): 8.316
Max |F| (eV/Å): 3.5
E_LUMO (eV): 0.2


(2)
Density functional theory data (wB97M-V/def2-TZVPD) for a structure of composition C7H17AuN4O.

```
30
Properties=species:S:1:pos:R:3
Au 0.321 -1.847 0.010
C 1.887 0.795 1.643
C 2.380 0.263 0.284
C 3.893 0.493 0.167
C 1.693 1.044 -0.850
O 2.167 -1.109 0.176
H 1.848 1.888 1.653
H 2.550 0.459 2.441
H 0.894 0.383 1.846
H 4.141 1.554 0.225
H 4.233 0.095 -0.789
H 4.409 -0.043 0.964
H 2.008 2.089 -0.851
H 0.606 0.995 -0.751
H 1.964 0.593 -1.805
N -1.802 -3.486 -1.412
N -1.552 -2.833 -0.165
H -2.617 -4.085 -1.349
H -0.998 -4.046 -1.657
H -1.730 -3.431 0.637
H -2.159 -2.023 -0.089
N -1.725 1.222 0.674
C -2.423 2.286 0.229
C -3.435 1.791 -0.558
C -3.254 0.398 -0.529
N -2.214 0.067 0.224
H -0.883 1.219 1.227
H -2.171 3.293 0.512
H -4.195 2.340 -1.084
H -3.837 -0.364 -1.021
```

Output
2S+1: 1
Frontier orbital gap (eV): 8.705
Max |F| (eV/Å): 0.5
E_LUMO (eV): 0.6


(3)
Density functional theory data (wB97M-V/def2-TZVPD) for a structure of composition C9H17NO2S at a distorted geometry.

```
30
Properties=species:S:1:pos:R:3
C 1.421 1.025 0.610
C 1.006 0.125 -0.269
C 2.834 1.147 1.095
C 1.950 -0.885 -0.872
C 3.810 0.368 0.218
C 3.243 -1.014 -0.071
C -0.409 0.004 -0.768
C -1.399 1.035 -0.220
C -3.663 -1.377 0.848
N -2.713 0.816 -0.787
O -5.200 0.473 -0.519
O -4.816 -1.906 0.388
S -4.026 0.794 0.298
H 0.733 1.735 1.045
H 3.114 2.203 1.125
H 2.882 0.773 2.125
H 1.456 -1.859 -0.929
H 2.182 -0.582 -1.898
H 3.955 0.900 -0.724
H 4.777 0.291 0.716
H 3.037 -1.526 0.872
H 3.966 -1.614 -0.629
H -0.776 -0.995 -0.515
H -0.404 0.068 -1.860
H -1.491 0.913 0.863
H -1.035 2.048 -0.428
H -3.538 -1.437 1.923
H -2.772 -1.578 0.258
H -2.903 1.308 -1.648
H -5.220 -1.255 -0.246
```

Output
2S+1: 1
Frontier orbital gap (eV): 9.019
Max |F| (eV/Å): 2.6
E_LUMO (eV): 0.7


(4)
Density functional theory data (wB97M-V/def2-TZVPD) for the molecule C3H7ClFN at a distorted geometry.

```
13
Properties=species:S:1:pos:R:3
C -0.841 0.547 0.236
C 0.512 0.697 -0.375
C 1.395 -0.502 0.162
H -2.499 -0.808 -0.394
H -1.271 -1.477 0.211
H -0.886 0.554 1.287
H -1.396 1.294 -0.254
H 0.189 0.576 -1.397
H 1.312 -0.570 1.262
H 0.847 -1.348 -0.285
N -1.492 -0.662 -0.297
F 1.071 1.869 -0.031
Cl 3.059 -0.169 -0.126
```

Output
2S+1: 1
SMILES: NC[C@@H](F)CCl
Frontier orbital gap (eV): 10.742
Max |F| (eV/Å): 3.3
E_LUMO (eV): 0.9


| no. | electronic energy (Ha) |
| --- | --- |
| 1 | -5862.57118 |
| 2 | -706.81140 |
| 3 | -956.47837 |
| 4 | -733.28028 |